# C11H17NO3

C11H17NO3 in the gas phase (wB97M-V/def2-TZVPD, the OMol25 dataset).

Geometry as XYZ:
```
32
C11H17NO3 wB97M-V/def2-TZVPD
C 0.100 0.355 3.669
N -0.202 -1.035 3.395
H 0.341 -1.628 4.014
C -0.001 -1.478 2.037
C 1.474 -1.630 1.570
O 2.249 -1.961 2.703
H 3.145 -2.174 2.424
C 2.036 -0.377 0.862
O 1.526 -0.280 -0.449
C 0.432 0.494 -0.727
C 0.017 1.604 -0.005
C -1.089 2.320 -0.437
C -1.777 1.956 -1.573
C -1.354 0.850 -2.314
C -0.255 0.124 -1.884
H 0.111 -0.738 -2.419
O -2.082 0.565 -3.427
C -1.701 -0.535 -4.216
H -1.760 -1.472 -3.653
H -2.411 -0.566 -5.041
H -0.689 -0.413 -4.614
H -2.637 2.509 -1.913
H -1.412 3.180 0.129
H 0.540 1.932 0.879
H 3.122 -0.495 0.748
H 1.851 0.520 1.453
H 1.515 -2.447 0.831
H -0.524 -0.797 1.361
H -0.476 -2.461 1.962
H -0.244 0.583 4.677
H 1.168 0.606 3.609
H -0.455 0.977 2.966
```

E_LUMO = 0.02553 hartree
SMILES string = CNC[C@H](O)COc1cccc(OC)c1
multiplicity = 1
max |F| = 0.013 Eh/bohr
orbital gap = 9.02 eV
energy above the lowest of the compared OMol25 structures with the same formula, charge and spin = 129.0 kJ/mol
HOMO = -8.32 eV

***

# C11H17NP

A gas-phase ion, C11H17NP (charge +1) at a distorted geometry (wB97M-V/def2-TZVPD, the OMol25 dataset).

Geometry as XYZ:
```
30
C11H17NP wB97M-V/def2-TZVPD
C 0.925 -3.219 -1.872
C -0.239 -2.437 -1.881
C 1.830 -2.829 -0.935
C -0.320 -1.219 -1.286
C 1.610 -1.838 -0.040
C 0.619 -0.964 -0.282
C -0.870 1.921 1.737
C -0.890 2.673 0.499
C -0.638 2.144 -2.248
C 0.540 0.378 0.454
C -0.353 -0.505 2.533
N -0.601 0.481 1.459
P 0.117 1.904 -0.809
H 1.149 -3.991 -2.580
H -0.971 -2.520 -2.698
H 2.589 -3.515 -0.763
H -1.190 -0.457 -1.320
H 2.433 -1.635 0.636
H -0.050 2.254 2.245
H -1.794 1.970 2.277
H -1.926 2.786 0.203
H -0.483 3.611 0.421
H -1.737 2.316 -2.194
H -0.240 1.732 -3.196
H 1.468 0.721 1.041
H 0.725 -0.591 2.695
H -0.874 -0.242 3.466
H -0.732 -1.469 2.219
H -1.510 0.236 0.962
H 1.415 2.303 -0.741
```

total charge = +1
E_LUMO = -0.10417 hartree
SMILES string = C=[P@H]1CC[N@H+](C)[C@H]1c1ccccc1
multiplicity = 1
max |F| = 0.075 Eh/bohr
orbital gap = 8.65 eV
energy above the lowest of the compared OMol25 structures with the same formula, charge and spin = 102.9 kJ/mol
HOMO = -11.49 eV

***

# C11H18

2 unconnected molecules or ions with the total composition C11H18 at a distorted geometry (wB97M-V/def2-TZVPD, the OMol25 dataset).

Geometry as XYZ:
```
29
C11H18 wB97M-V/def2-TZVPD
C -0.806 0.022 -2.319
C -1.345 0.360 -3.707
C 0.195 -1.082 -2.210
C -0.243 1.316 -1.587
H -1.659 -0.086 -1.484
H -1.935 -0.399 -4.150
H 1.056 -1.059 -2.942
H 0.765 -1.128 -1.329
H -0.283 -2.097 -2.421
H -1.096 2.064 -1.372
H 0.188 1.073 -0.721
H 0.417 1.789 -2.309
H -0.569 0.754 -4.302
H -2.029 1.178 -3.544
C -0.446 1.665 3.103
C 0.155 -1.487 1.044
C 1.486 -1.753 1.318
C -0.526 -0.401 1.721
C 0.148 0.343 2.661
C 2.065 -1.065 2.419
C 1.433 -0.039 3.129
H -0.317 -2.136 0.377
H 1.939 -2.463 0.828
H -1.568 -0.287 1.499
H 2.974 -1.457 2.800
H 0.274 2.436 2.766
H -0.750 1.684 4.156
H 1.840 0.397 3.994
H -1.365 1.858 2.581
```

E_LUMO = 0.03759 hartree
SMILES string = Cc1ccccc1.CC(C)C
multiplicity = 1
max |F| = 0.130 Eh/bohr
orbital gap = 10.08 eV
energy above the lowest of the compared OMol25 structures with the same formula, charge and spin = 186.5 kJ/mol
HOMO = -9.05 eV

***

# C11H18

2 unconnected molecules or ions with the total composition C11H18 at a distorted geometry (wB97M-V/def2-TZVPD, the OMol25 dataset).

Geometry as XYZ:
```
29
C11H18 wB97M-V/def2-TZVPD
C 3.072 1.517 0.744
C 2.980 -2.217 1.519
C 2.255 -2.673 0.425
C 3.170 -0.835 1.658
C 2.864 0.045 0.629
C 1.823 -1.800 -0.568
C 2.054 -0.448 -0.399
H 3.407 -2.911 2.228
H 1.935 -3.704 0.323
H 3.474 -0.470 2.634
H 1.160 -2.129 -1.357
H 3.326 1.797 1.777
H 2.202 2.152 0.580
H 1.535 0.254 -1.047
H 3.889 1.835 0.093
C -2.423 0.836 -0.575
C -3.058 1.768 -1.626
C -3.304 0.848 0.698
C -2.257 -0.582 -1.122
H -1.458 1.250 -0.282
H -4.140 1.804 -1.491
H -4.389 0.822 0.623
H -3.138 -0.037 1.330
H -2.934 1.727 1.231
H -2.256 -0.605 -2.212
H -1.306 -1.074 -0.855
H -2.917 -1.377 -0.768
H -2.861 1.410 -2.638
H -2.706 2.796 -1.552
```

E_LUMO = 0.03339 hartree
SMILES string = Cc1ccccc1.CC(C)C
multiplicity = 1
max |F| = 0.038 Eh/bohr
orbital gap = 9.95 eV
energy above the lowest of the compared OMol25 structures with the same formula, charge and spin = 97.5 kJ/mol
HOMO = -9.04 eV

***

# C11H18

2 unconnected molecules or ions with the total composition C11H18 at a distorted geometry (wB97M-V/def2-TZVPD, the OMol25 dataset).

Geometry as XYZ:
```
29
C11H18 wB97M-V/def2-TZVPD
C -0.998 1.269 1.387
C -1.590 0.789 -0.973
C -0.780 1.481 -0.102
C -1.175 0.547 -2.273
C 0.234 2.297 -0.660
C -0.013 1.127 -2.727
C 0.549 2.186 -1.999
H -2.536 0.407 -0.573
H -1.817 -0.199 -2.726
H -1.348 2.115 1.995
H -0.010 1.079 1.824
H 0.758 2.941 0.047
H 0.496 0.858 -3.659
H 1.513 2.571 -2.317
H -1.503 0.307 1.538
C 0.784 -1.659 1.120
C 1.636 -2.964 0.949
C -0.616 -2.246 1.129
C 1.304 -0.945 2.386
H 0.968 -1.024 0.232
H 1.430 -3.426 -0.021
H -1.499 -1.598 1.124
H -0.795 -2.989 0.348
H -0.868 -2.971 1.933
H 0.447 -0.333 2.623
H 1.574 -1.682 3.123
H 2.281 -0.604 2.094
H 1.553 -3.615 1.838
H 2.668 -2.668 0.885
```

E_LUMO = 0.03486 hartree
SMILES string = Cc1ccccc1.CC(C)C
multiplicity = 1
max |F| = 0.050 Eh/bohr
orbital gap = 9.83 eV
energy above the lowest of the compared OMol25 structures with the same formula, charge and spin = 178.4 kJ/mol
HOMO = -8.89 eV

***

# C11H18

2 unconnected molecules or ions with the total composition C11H18 at a distorted geometry (wB97M-V/def2-TZVPD, the OMol25 dataset).

Geometry as XYZ:
```
29
C11H18 wB97M-V/def2-TZVPD
C -0.940 -0.079 -0.457
C -2.409 0.051 -0.669
C -0.124 -0.441 -1.726
C -0.043 -1.810 -2.023
C 0.684 0.404 -2.388
C 0.998 -2.330 -2.765
C 1.495 -0.066 -3.486
C 1.714 -1.405 -3.568
H -0.529 0.999 -0.299
H -0.765 -0.734 0.437
H -3.114 -0.479 -0.011
H -0.751 -2.609 -1.616
H 0.697 1.400 -1.918
H 1.268 -3.377 -2.885
H 1.959 0.777 -4.058
H 2.512 -1.747 -4.211
H -2.855 -0.407 -1.660
H -2.688 1.082 -0.633
C 0.314 0.502 2.617
C 1.090 0.594 3.952
C -0.631 1.721 2.535
H 0.958 0.456 1.688
H -0.198 -0.497 2.392
H 0.474 0.305 4.857
H -0.089 2.620 2.261
H -1.471 1.661 1.870
H -1.020 2.021 3.525
H 1.907 -0.150 4.047
H 1.554 1.536 4.192
```

total charge = +1
E_LUMO (spin up / spin down) = -0.16376 / -0.31454 hartree
multiplicity = 2
expectation value of S² = 0.769
max |F| = 0.103 Eh/bohr
orbital gap (spin up / spin down) = 9.15 / 5.04 eV
energy above the lowest of the compared OMol25 structures with the same formula, charge and spin = 203.3 kJ/mol
HOMO (spin up / spin down) = -13.60 / -13.60 eV

***

# C11H18AsMgN4OS

A molecular structure, C11H18AsMgN4OS (wB97M-V/def2-TZVPD, the OMol25 dataset).

Geometry as XYZ:
```
37
C11H18AsMgN4OS wB97M-V/def2-TZVPD
Mg 0.056 -0.139 -0.364
C -1.224 4.010 -0.735
C -1.052 2.530 -0.673
N 0.066 1.927 -0.472
N 1.192 2.665 -0.310
C 2.288 1.922 -0.230
N 3.421 2.613 -0.047
S 2.436 0.185 -0.333
C -2.217 1.627 -0.884
C -3.475 2.118 -1.197
C -4.514 1.228 -1.412
C -4.279 -0.132 -1.303
C -3.000 -0.546 -0.982
N -1.992 0.300 -0.780
H -0.298 4.495 -0.445
H -2.027 4.335 -0.071
H -1.482 4.326 -1.748
H 3.380 3.617 0.005
H 4.303 2.138 -0.004
H -3.635 3.183 -1.277
H -5.501 1.595 -1.661
H -5.065 -0.856 -1.461
H -2.759 -1.596 -0.870
C 0.489 -4.231 -1.724
As 0.042 -3.628 0.029
C 1.433 -4.129 1.230
C -1.585 -4.451 0.583
O -0.132 -1.968 0.041
H 0.591 -5.315 -1.729
H 1.431 -3.770 -2.014
H -0.296 -3.931 -2.415
H 1.554 -5.211 1.231
H 1.172 -3.780 2.227
H 2.354 -3.648 0.906
H -1.445 -5.529 0.649
H -2.368 -4.225 -0.137
H -1.856 -4.052 1.559
```

total charge = +1
E_LUMO = -0.11519 hartree
multiplicity = 1
max |F| = 0.012 Eh/bohr
orbital gap = 7.50 eV
HOMO = -10.63 eV

***

# C11H18ClO3PmSTc

A molecular structure, C11H18ClO3PmSTc at a distorted geometry (wB97M-V/def2-TZVPD, the OMol25 dataset).

Geometry as XYZ:
```
36
C11H18ClO3PmSTc wB97M-V/def2-TZVPD
Pm -2.211 3.289 0.072
Cl -2.361 4.218 2.397
C -4.548 2.838 -0.173
C -2.036 5.456 -0.949
H -5.146 3.568 -0.738
H -4.701 1.838 -0.604
H -4.918 2.830 0.869
H -2.940 5.850 -1.438
H -1.204 5.472 -1.669
H -1.786 6.131 -0.108
Tc -0.106 0.882 -0.569
C 1.697 1.635 -1.317
C -1.135 1.773 -1.920
H 1.578 2.096 -2.313
H 2.133 2.406 -0.650
H 2.489 0.864 -1.411
H -0.699 2.561 -2.572
H -2.235 1.775 -2.151
C 3.430 -5.268 0.096
C 2.474 -4.178 0.502
C 2.749 -3.357 1.606
C 1.865 -2.345 1.981
C 0.686 -2.164 1.250
C 0.383 -2.986 0.163
C 1.294 -3.972 -0.218
S -0.341 -0.770 1.632
O -1.019 -0.920 2.879
O 0.526 0.463 1.461
O -1.225 -0.662 0.393
H 4.430 -4.872 -0.121
H 3.543 -6.020 0.887
H 3.061 -5.771 -0.803
H 3.666 -3.510 2.178
H 2.069 -1.703 2.834
H -0.542 -2.850 -0.389
H 1.081 -4.598 -1.085
```

E_LUMO (spin up / spin down) = -0.07637 / -0.09642 hartree
multiplicity = 8
expectation value of S² = 16.028
max |F| = 0.029 Eh/bohr
orbital gap (spin up / spin down) = 6.09 / 5.44 eV
energy above the lowest of the compared OMol25 structures with the same formula, charge and spin = 34.2 kJ/mol
HOMO (spin up / spin down) = -8.17 / -8.06 eV